Entry 1:
Density functional theory data (ωB97M-V/def2-TZVPD) for an isolated molecule of C2H3N3O.

Element x y z (Å)
N 1.1812 0.6755 -0.7660
C 0.0877 0.2120 -0.0564
N -0.7757 1.0539 0.4447
O -1.6224 0.3167 1.2099
N -1.3150 -0.9919 1.1639
C -0.2720 -1.0979 0.3950
H 1.1084 1.6799 -0.8862
H 1.3997 0.2101 -1.6360
H 0.1553 -2.0723 0.2083

Computed properties:
SMILES: Nc1cnon1
Charge: 0
E_HOMO in eV: -9.7
Frontier orbital gap in eV: 10.58
Electronic energy in eV: -8638.0665
ΔE to the lowest compared entry with this formula, charge and spin in kJ/mol: 234.27

Entry 2:
Density functional theory data (ωB97M-V/def2-TZVPD) for a cluster of 2 separate species, C5H8N2 in total in a non-equilibrium geometry.

Element x y z (Å)
C -1.1275 -1.0929 1.5924
N -0.4541 -0.3786 0.6338
C -1.1039 0.6483 -0.0367
C -0.3052 1.1276 -1.0191
C 0.9208 0.3647 -0.9816
N 1.9785 0.4732 -1.8932
C 0.8411 -0.4913 0.0870
H -2.1633 -1.3020 1.2650
H -0.6303 -1.9349 2.0649
H -1.1198 0.3408 3.8796
H -2.0319 1.0183 0.3790
H -0.5459 1.9485 -1.6851
H 1.6898 0.8220 -2.8004
H 2.4575 -0.4103 -2.0175
H 1.6000 -1.1482 0.4901

Computed properties:
Charge: 0
E_HOMO (spin up / spin down) in eV: -8.0 / -7.1
Frontier orbital gap (spin up / spin down) in eV: 8.12 / 6.97
Electronic energy in eV: -8290.0431
ΔE to the lowest compared entry with this formula, charge and spin in kJ/mol: 477.91

Entry 3:
Density functional theory data (ωB97M-V/def2-TZVPD) for a cluster of 2 separate species, CH6S in total in a non-equilibrium geometry.

Element x y z (Å)
S -2.1517 -1.6294 -1.4678
H -1.4158 -0.5027 -1.3076
H -2.6849 -1.3930 -0.2389
C 1.2430 0.6911 0.5760
H 1.7687 1.4896 1.1065
H 0.3054 1.1016 0.2127
H 1.8612 0.3048 -0.2262
H 1.0739 -0.0621 1.3451

Computed properties:
SMILES: C.S
Charge: 0
E_HOMO in eV: -9.8
Frontier orbital gap in eV: 10.67
Electronic energy in eV: -11969.2990
ΔE to the lowest compared entry with this formula, charge and spin in kJ/mol: 5.49

Entry 4:
Density functional theory data (ωB97M-V/def2-TZVPD) for a cluster of 19 separate species, C29H80F8O22 in total in a non-equilibrium geometry.

Element x y z (Å)
O -1.5594 8.2007 5.9704
C -1.7652 6.9058 5.7169
C -2.6199 6.1288 4.5465
C -2.5689 4.6630 4.9386
C -3.2202 3.3628 4.1119
C -2.3538 2.0567 4.5891
O -2.7238 0.7865 3.9498
C -2.3894 0.7520 2.5192
C -0.7902 0.6659 2.1731
F -0.5751 -0.5616 1.3184
F 0.0896 0.4596 3.3671
C -0.2086 1.9540 1.3432
F 1.2270 1.6877 1.0188
F -0.1929 3.1990 2.1990
C -1.0425 2.3494 -0.0102
F -1.9878 3.4770 0.3164
F -1.8785 1.2674 -0.5776
C -0.0778 2.9279 -1.2424
F 0.8459 3.9992 -0.7794
F 0.6212 1.7556 -1.8576
C -1.7299 4.6667 6.3472
O -1.5693 3.7559 7.3103
O -1.0586 5.9602 6.6210
H -3.1136 6.6168 3.6011
H -2.9770 3.5633 2.9662
H -4.3799 3.2770 4.2686
H -2.5767 1.9188 5.7539
H -1.2188 2.3393 4.5159
H -2.8739 -0.2517 2.0911
H -2.9332 1.6223 1.9086
H -0.7916 3.3509 -2.0959
C 1.2450 0.8046 -4.9374
O 0.7362 2.0959 -5.2161
H 0.4220 0.1587 -4.6227
H 1.7058 0.3913 -5.8380
H 1.9829 0.8683 -4.1340
H 1.4888 2.6462 -5.4926
C 1.2060 -3.2121 3.6989
O 0.4687 -2.9350 2.5227
H 1.8140 -4.1050 3.5351
H 1.8591 -2.3665 3.9285
H 0.5173 -3.3902 4.5284
H -0.0606 -2.1384 2.6981
C 1.6026 -4.3622 7.3040
O 1.0938 -3.0710 7.0253
H 0.7796 -5.0082 7.6187
H 2.0634 -4.7756 6.4034
H 2.3405 -4.2986 8.1074
H 1.8464 -2.5207 6.7489
C 4.7460 -2.3360 1.9234
O 4.2544 -1.2680 2.7120
H 5.7618 -2.5770 2.2453
H 4.1066 -3.2123 2.0558
H 4.7604 -2.0374 0.8724
H 3.3523 -1.0766 2.4036
C 3.6580 -6.4548 2.3872
O 3.2167 -5.9807 3.6459
H 2.9452 -6.1428 1.6202
H 4.6404 -6.0326 2.1617
H 3.7142 -7.5459 2.4069
H 3.8684 -6.2726 4.3059
C -2.5904 -1.3289 -6.1301
O -1.2110 -1.1737 -6.4076
H -2.8388 -2.3927 -6.1471
H -2.8122 -0.9210 -5.1408
H -3.1770 -0.8078 -6.8907
H -1.0204 -0.2204 -6.3856
C 4.7772 -1.1351 -5.6419
O 4.2684 0.1562 -5.9206
H 3.9541 -1.7810 -5.3272
H 5.2379 -1.5484 -6.5425
H 5.5151 -1.0714 -4.8385
H 5.0209 0.7065 -6.1971
C -1.0687 -5.4440 -5.5129
O -1.5775 -4.1527 -5.7916
H -1.8918 -6.0899 -5.1982
H -0.6080 -5.8573 -6.4135
H -0.3308 -5.3803 -4.7095
H -0.8250 -3.6024 -6.0681
C -1.4690 -3.5456 -2.5337
O -1.9103 -3.0715 -1.2749
H -2.1817 -3.2337 -3.3006
H -0.4865 -3.1234 -2.7591
H -1.4128 -4.6367 -2.5139
H -1.2585 -3.3635 -0.6149
C -6.3486 5.9641 2.6198
O -4.9697 5.9188 2.3027
H -6.4637 5.9583 3.7062
H -6.7869 6.8792 2.2140
H -6.8494 5.0892 2.1980
H -4.8990 5.9251 1.3329
C 7.0193 0.0534 -0.2948
O 5.9367 -0.1336 -1.1875
H 7.9178 -0.3928 -0.7275
H 7.1845 1.1225 -0.1398
H 6.7957 -0.4335 0.6576
H 5.1542 0.2723 -0.7770
C -4.6056 0.4509 -9.3949
O -5.0018 -0.5345 -8.4589
H -3.7861 1.0354 -8.9700
H -4.2665 -0.0335 -10.3139
H -5.4490 1.1120 -9.6085
H -5.7295 -1.0368 -8.8634
C 1.3704 -1.0887 -8.7621
O 1.4708 -1.3167 -10.1556
H 2.3751 -1.0552 -8.3342
H 0.8686 -0.1345 -8.5832
H 0.8063 -1.9018 -8.2985
H 0.5645 -1.3415 -10.5072
C 2.1130 -1.4642 -1.0782
O 2.2841 -0.8459 0.1836
H 3.0251 -2.0086 -1.3338
H 1.2748 -2.1638 -1.0316
H 1.9225 -0.7007 -1.8364
H 1.4594 -0.3709 0.3835
C 1.6616 4.9661 -7.6465
O 2.3849 4.5459 -6.5045
H 0.6879 4.4706 -7.6525
H 1.5169 6.0486 -7.6095
H 2.2129 4.6920 -8.5493
H 3.2436 5.0017 -6.5263
C 0.0689 -4.8902 11.0740
O 0.7044 -3.6857 10.6874
H -0.0910 -4.8765 12.1547
H -0.8952 -4.9738 10.5664
H 0.7053 -5.7392 10.8128
H 0.8330 -3.7267 9.7244
C 3.8111 -0.6180 8.6692
O 2.7285 -0.8050 7.7764
H 4.7096 -1.0642 8.2365
H 3.9763 0.4511 8.8242
H 3.5875 -1.1049 9.6215
H 1.9460 -0.3991 8.1870
C -8.9665 5.8751 0.2168
O -7.5876 5.8299 -0.1003
H -9.0816 5.8694 1.3032
H -9.4049 6.7902 -0.1890
H -9.4673 5.0003 -0.2050
H -7.5169 5.8361 -1.0701

Computed properties:
Charge: 0
E_HOMO in eV: -9.5
Frontier orbital gap in eV: 8.07
Electronic energy in eV: -98137.3829

Entry 5:
Density functional theory data (ωB97M-V/def2-TZVPD) for a cluster of 3 separate species, C4H12N2O in total in a non-equilibrium geometry.

Element x y z (Å)
C -0.9583 -1.0177 0.9825
C -0.9861 1.4854 -1.2700
C -0.0997 1.3061 -0.0798
N -0.6832 -1.7439 -0.0335
C -0.2717 1.9403 1.0761
H -1.4633 -1.9627 -0.6446
H 0.6291 -1.4271 -0.6529
H -1.9635 -0.7362 1.2791
H -0.1749 -0.8561 1.7064
H -1.9212 1.9820 -1.0084
H -0.4735 2.0742 -2.0334
H -1.2059 0.5194 -1.7287
H -1.1480 2.5435 1.2708
H 0.4257 1.8405 1.8938
N 2.6856 -1.6883 -0.2038
O 1.6689 -1.0737 -0.9632
H 0.8023 0.6893 -0.2623
H 2.7388 -1.2213 0.7034
H 2.3989 -2.6535 -0.0314

Computed properties:
SMILES: C=CC.C=N.NO
Charge: 0
E_HOMO in eV: -8.3
Frontier orbital gap in eV: 8.79
Electronic energy in eV: -9366.4329
ΔE to the lowest compared entry with this formula, charge and spin in kJ/mol: 459.36

Entry 6:
Density functional theory data (ωB97M-V/def2-TZVPD) for an isolated molecule of C3H5NO in a non-equilibrium geometry.

Element x y z (Å)
C -0.0577 0.4946 -0.4379
C 1.0205 -0.5518 -0.0910
C 0.0336 -1.0729 0.9851
H 1.2620 -1.3860 -0.9669
H 1.9613 -0.0589 0.2959
H 0.2313 -0.9059 1.9980
H 0.0637 -2.2213 0.8909
H -1.9394 0.1311 0.6969
N -1.0745 -0.1169 0.3632
O -0.0044 1.5049 -1.0242

Computed properties:
SMILES: O=C1CCN1
Charge: 0
E_HOMO in eV: -10.0
Frontier orbital gap in eV: 10.97
Electronic energy in eV: -6728.1666
ΔE to the lowest compared entry with this formula, charge and spin in kJ/mol: 135.66